Formula: C22H28N2O3
Source: OMol25
Level of theory: ωB97M-V/def2-TZVPD

Energy   -1190.39921 Ha
E_HOMO   -8.44 eV

Last column: Löwdin charge in e.
Geometry (Å):
O1 -4.93991 -0.63036 -1.34384  0.076
C1 -3.76139 -0.42471 -1.51805  -0.474
C2 -2.82628 -1.50031 -2.10999  -0.029
N1 -1.56444 -1.57177 -1.43454  -0.045
C3 -0.39479 -1.05330 -1.86608  0.007
C4 0.60947 -1.23700 -0.93546  -0.088
C5 1.96528 -0.76148 -1.21573  -0.327
O2 2.22025 -0.27628 -2.30298  0.083
C6 3.00160 -0.90175 -0.11407  -0.242
C7 4.43283 -0.70508 -0.62567  -0.151
C8 4.73226 0.74446 -0.99901  -0.199
C9 4.43405 1.67920 0.16712  -0.202
C10 2.97847 1.52413 0.59332  -0.198
C11 2.70350 0.08697 1.02447  -0.154
C12 -0.00199 -1.93487 0.16688  -0.107
C13 0.42554 -2.43407 1.39851  -0.024
C14 -0.48656 -3.05656 2.22262  -0.082
C15 -1.82649 -3.20048 1.86132  -0.081
C16 -2.28337 -2.73227 0.64917  -0.010
C17 -1.36322 -2.11257 -0.18669  -0.180
N2 -3.13928 0.73858 -1.25506  0.094
C18 -3.82886 1.89076 -0.72582  -0.104
C19 -3.12407 2.54430 0.47865  -0.316
C20 -1.64051 2.86484 0.21577  -0.112
C21 -0.88209 1.71350 0.89297  -0.135
C22 -1.97262 0.94408 1.66149  -0.174
O3 -3.14282 1.73598 1.63266  -0.083
H1 -3.34488 -2.46107 -2.04956  0.137
H2 -2.65681 -1.26378 -3.16458  0.141
H3 -0.30466 -0.58291 -2.82767  0.145
H4 2.91342 -1.92423 0.26894  0.136
H5 4.59031 -1.34287 -1.49771  0.118
H6 5.12426 -1.02616 0.15842  0.118
H7 4.11824 1.02408 -1.85468  0.103
H8 5.78104 0.83178 -1.29120  0.110
H9 4.63026 2.71298 -0.12447  0.108
H10 5.08662 1.43857 1.01075  0.113
H11 2.32827 1.78611 -0.24434  0.114
H12 2.75327 2.20212 1.42026  0.109
H13 1.66537 -0.01153 1.34736  0.092
H14 3.34626 -0.15799 1.87418  0.125
H15 1.45075 -2.34490 1.71741  0.098
H16 -0.15811 -3.44254 3.17609  0.102
H17 -2.51082 -3.68562 2.54000  0.104
H18 -3.31906 -2.83237 0.36366  0.116
H19 -2.15400 0.83277 -1.44869  0.125
H20 -3.94202 2.64887 -1.51074  0.130
H21 -4.81993 1.54753 -0.41990  0.130
H22 -3.69944 3.44336 0.72560  0.148
H23 -1.38465 3.81431 0.68352  0.113
H24 -1.42491 2.94663 -0.84826  0.110
H25 -0.38459 1.06665 0.17151  0.085
H26 -0.12459 2.09581 1.57410  0.106
H27 -1.71872 0.78580 2.71156  0.125
H28 -2.16548 -0.03531 1.20648  0.098

Forces on the atoms, in the same order (eV/Å):
O -0.37 -0.17 -0.02
C 0.49 -0.32 -0.21
C -0.61 0.00 -0.04
N 0.21 0.00 -0.10
C 0.63 0.05 0.11
C -0.65 0.06 -0.42
C 0.20 -0.11 0.08
O 0.06 0.01 -0.01
C 0.30 -0.01 -0.07
C -0.18 0.03 -0.25
C 0.18 0.01 0.13
C -0.15 0.08 -0.25
C 0.19 -0.04 0.25
C -0.21 0.08 -0.12
C -0.33 -0.01 -0.15
C -0.03 -0.04 0.09
C 0.14 -0.01 0.13
C -0.12 0.00 -0.07
C -0.08 -0.02 -0.04
C 0.33 -0.19 0.47
N 0.32 0.37 0.12
C -0.20 0.30 0.42
C -0.17 0.14 -0.48
C -0.20 0.01 0.18
C -0.11 -0.08 0.12
C 0.32 -0.42 0.13
O -0.23 0.11 0.02
H 0.04 0.16 -0.02
H 0.02 -0.07 0.11
H -0.02 0.07 -0.18
H -0.07 0.03 -0.01
H 0.06 -0.06 0.05
H 0.01 -0.05 0.01
H 0.08 0.02 -0.01
H 0.00 0.01 -0.05
H 0.06 0.02 0.06
H 0.05 0.04 0.07
H -0.08 0.09 -0.03
H -0.08 0.02 -0.04
H 0.01 -0.03 0.10
H -0.03 -0.05 0.06
H 0.11 0.04 0.03
H 0.04 -0.03 0.08
H -0.08 -0.04 0.05
H -0.15 -0.01 -0.02
H -0.05 -0.16 -0.01
H -0.07 -0.02 0.08
H 0.09 0.12 -0.07
H 0.08 -0.06 -0.10
H 0.01 0.01 -0.07
H 0.04 0.07 -0.08
H 0.05 -0.04 0.00
H 0.07 -0.01 -0.03
H 0.02 -0.03 -0.07
H 0.05 0.15 0.09


Formula: C22H28N2O4S
Source: OMol25
Level of theory: ωB97M-V/def2-TZVPD

Energy   -1663.78230 Ha
E_HOMO   -8.76 eV

Last column: Löwdin charge in e.
Geometry (Å):
C1 -5.49141 -2.44842 1.81391  -0.086
O1 -4.20472 -1.91061 1.62195  -0.076
C2 -3.79420 -1.64310 0.35353  -0.260
C3 -4.55627 -1.84904 -0.79217  -0.024
C4 -4.02125 -1.52514 -2.02702  -0.070
C5 -2.75849 -0.97948 -2.14751  -0.030
C6 -1.99164 -0.76957 -1.00197  -0.273
N1 -0.72439 -0.18051 -1.03226  -0.162
C7 0.03943 -0.11836 -2.25459  -0.093
C8 1.55418 -0.06464 -2.00853  -0.495
O2 2.30217 0.27069 -2.90224  0.069
N2 1.95635 -0.50059 -0.80463  0.096
C9 3.33051 -0.35083 -0.35058  -0.298
C10 3.45347 0.86438 0.57691  -0.133
C11 4.82010 1.53786 0.46978  -0.195
C12 5.95890 0.76628 1.13226  -0.214
C13 6.11386 -0.67686 0.65280  -0.203
C14 5.00641 -1.59468 1.17532  -0.201
C15 3.76671 -1.67703 0.28117  -0.145
S1 -0.49690 1.08722 0.07010  0.709
O3 -0.09825 0.52922 1.33073  -0.277
O4 0.38619 2.03031 -0.54437  -0.250
C16 -2.13440 1.80022 0.22104  -0.279
C17 -2.80775 1.75720 1.42528  -0.055
C18 -4.08867 2.27915 1.49856  -0.058
C19 -4.67428 2.83366 0.37161  -0.068
C20 -3.98109 2.88438 -0.82792  -0.057
C21 -2.69992 2.36521 -0.90518  -0.050
C22 -2.50888 -1.12081 0.23742  0.042
H1 -6.26931 -1.76713 1.45423  0.096
H2 -5.60050 -3.41884 1.31969  0.097
H3 -5.59749 -2.57965 2.88951  0.094
H4 -5.55193 -2.25784 -0.73855  0.102
H5 -4.61289 -1.68890 -2.91536  0.108
H6 -2.38047 -0.71216 -3.12060  0.107
H7 -0.15765 -1.02382 -2.83564  0.142
H8 -0.21164 0.75506 -2.86842  0.134
H9 1.26651 -0.64963 -0.08302  0.108
H10 3.90867 -0.15657 -1.25934  0.141
H11 2.69077 1.58485 0.27292  0.102
H12 3.24142 0.57944 1.60802  0.124
H13 4.76260 2.52485 0.93471  0.109
H14 5.05039 1.68874 -0.58712  0.117
H15 6.89104 1.30362 0.93899  0.105
H16 5.80727 0.75925 2.21478  0.110
H17 7.07405 -1.04867 1.01982  0.105
H18 6.14630 -0.70873 -0.43653  0.115
H19 5.39955 -2.60806 1.28598  0.105
H20 4.71864 -1.25604 2.17211  0.106
H21 3.94692 -2.39111 -0.52539  0.117
H22 2.93677 -2.06299 0.87911  0.114
H23 -2.32261 1.31632 2.28112  0.118
H24 -4.62892 2.24904 2.43228  0.109
H25 -5.67536 3.23428 0.42843  0.106
H26 -4.43782 3.32593 -1.70033  0.109
H27 -2.13287 2.39982 -1.82188  0.120
H28 -1.91720 -0.98719 1.12705  0.118

Forces on the atoms, in the same order (eV/Å):
C -0.22 -0.09 0.03
O 0.33 0.13 -0.13
C 0.10 0.11 -0.12
C -0.19 -0.11 0.24
C 0.08 0.03 0.00
C 0.22 0.09 -0.08
C -0.80 -0.77 0.31
N 0.19 0.80 0.53
C 0.48 0.39 -0.43
C -0.31 -0.35 -0.13
O 0.06 0.21 -0.32
N 0.11 -0.20 0.26
C 0.02 -0.08 0.03
C 0.08 0.17 -0.36
C 0.02 -0.10 0.36
C 0.05 0.09 -0.33
C 0.04 0.02 0.37
C -0.01 -0.10 -0.23
C 0.15 0.13 0.05
S -0.33 0.30 0.01
O -0.31 -0.10 0.14
O -0.17 0.14 -0.38
C 0.52 -0.12 0.06
C 0.09 -0.01 0.13
C 0.04 0.02 0.01
C -0.03 0.00 0.03
C 0.08 -0.03 -0.05
C 0.01 0.10 -0.12
C -0.20 -0.30 -0.04
H 0.03 -0.03 0.00
H 0.01 0.04 0.01
H -0.04 -0.01 -0.08
H -0.09 -0.05 0.04
H -0.04 -0.01 -0.07
H 0.05 0.05 -0.12
H -0.02 0.10 0.13
H 0.08 -0.15 0.00
H 0.08 -0.17 -0.10
H -0.04 -0.03 0.16
H 0.03 -0.05 0.07
H -0.08 0.00 0.14
H 0.01 0.05 -0.07
H 0.00 0.06 -0.06
H 0.02 0.03 0.09
H 0.04 0.01 0.07
H 0.01 -0.01 -0.10
H 0.10 -0.03 -0.14
H -0.04 0.01 0.09
H 0.02 -0.03 0.08
H -0.08 -0.05 -0.01
H -0.05 -0.06 -0.03
H -0.01 -0.08 0.14
H -0.03 -0.01 0.08
H -0.08 0.03 0.01
H -0.02 0.03 -0.08
H 0.01 0.03 -0.19
H 0.04 -0.07 0.15


Formula: C22H28N2O5
Source: OMol25
Level of theory: ωB97M-V/def2-TZVPD

Energy   -1340.78919 Ha
E_HOMO   -7.91 eV

Last column: Löwdin charge in e.
Geometry (Å):
C1 -8.04937 2.44873 -0.27452  -0.097
O1 -7.69584 1.14183 -0.65256  -0.092
C2 -6.59015 0.57839 -0.08056  -0.284
C3 -5.77302 1.19311 0.86186  -0.020
C4 -4.67193 0.52526 1.36298  0.001
C5 -4.35754 -0.76524 0.94787  -0.277
O2 -3.26374 -1.33349 1.53992  -0.048
C6 -2.64947 -2.44319 0.93122  -0.179
C7 -2.02837 -2.09478 -0.42965  -0.170
N1 -1.10403 -0.98715 -0.29865  -0.168
C8 -1.03278 -0.13110 -1.46726  -0.157
C9 -0.22561 1.11805 -1.11742  -0.117
N2 1.09623 0.75020 -0.65688  -0.048
C10 2.16532 0.94985 -1.46963  -0.422
O3 2.06077 1.48878 -2.55760  0.072
C11 3.49640 0.53023 -0.93619  -0.157
C12 4.29924 -0.30931 -1.68426  -0.019
C13 5.56463 -0.65604 -1.23178  -0.005
C14 6.05038 -0.14866 -0.03914  -0.198
O4 7.27390 -0.41925 0.49020  -0.063
C15 8.14537 -1.25081 -0.23418  -0.083
C16 5.24251 0.73196 0.71857  -0.188
O5 5.80316 1.19471 1.86971  -0.063
C17 5.06857 2.10243 2.65159  -0.081
C18 3.97785 1.05613 0.26443  0.027
C19 1.05265 -0.15375 0.46626  -0.126
C20 0.22667 -1.39185 0.10393  -0.159
C21 -5.18368 -1.38295 0.01279  -0.022
C22 -6.28169 -0.71557 -0.49235  0.000
H1 -8.94358 2.68957 -0.84747  0.092
H2 -8.27832 2.51144 0.79456  0.094
H3 -7.25978 3.16698 -0.51947  0.094
H4 -5.97877 2.19215 1.21208  0.103
H5 -4.03406 0.99668 2.09358  0.119
H6 -1.87326 -2.74135 1.63978  0.120
H7 -3.34974 -3.28129 0.81538  0.120
H8 -1.55174 -2.99838 -0.84589  0.130
H9 -2.82787 -1.78937 -1.10771  0.109
H10 -0.55601 -0.64116 -2.32378  0.134
H11 -2.04466 0.16372 -1.75270  0.126
H12 -0.73496 1.66260 -0.31661  0.130
H13 -0.11069 1.75866 -1.99275  0.122
H14 3.93789 -0.69614 -2.62424  0.120
H15 6.16797 -1.32033 -1.82919  0.105
H16 8.38187 -0.82908 -1.21665  0.098
H17 9.05559 -1.30969 0.36042  0.094
H18 7.73162 -2.25700 -0.36131  0.096
H19 5.71193 2.34943 3.49453  0.095
H20 4.14027 1.65603 3.02473  0.096
H21 4.83356 3.01627 2.09603  0.098
H22 3.35205 1.73734 0.81924  0.119
H23 0.56935 0.35638 1.30659  0.133
H24 2.06106 -0.45327 0.75033  0.117
H25 0.74338 -1.94610 -0.70358  0.133
H26 0.15566 -2.04146 0.97761  0.119
H27 -4.99118 -2.38963 -0.32449  0.109
H28 -6.92396 -1.18952 -1.21777  0.119

Forces on the atoms, in the same order (eV/Å):
C -0.04 0.16 0.05
O 0.10 -0.27 -0.06
C 0.06 -0.18 -0.04
C -0.25 0.11 -0.14
C 0.21 -0.34 -0.04
C -0.08 0.27 0.07
O -0.23 0.15 0.16
C 0.20 -0.18 -0.40
C -0.13 0.05 0.37
N -0.01 -0.09 -0.11
C 0.06 0.26 0.08
C -0.22 0.11 -0.44
N -0.21 0.08 0.12
C 0.09 0.10 0.01
O 0.09 -0.04 -0.24
C 0.36 -0.07 -0.20
C -0.33 0.17 0.10
C 0.24 -0.02 0.16
C 0.06 0.06 0.14
O -0.38 0.25 0.10
C 0.14 -0.16 -0.14
C 0.14 -0.05 0.09
O 0.12 -0.26 -0.35
C -0.13 0.15 0.12
C 0.15 0.00 0.04
C 0.07 -0.53 0.18
C 0.08 0.20 0.20
C 0.19 -0.10 0.13
C -0.17 0.30 0.01
H 0.06 0.04 0.07
H 0.02 0.01 -0.03
H -0.02 -0.02 0.02
H -0.04 0.09 0.01
H 0.09 0.06 0.08
H -0.09 -0.06 -0.09
H 0.07 0.04 0.06
H -0.07 0.03 -0.03
H 0.07 -0.07 -0.03
H -0.04 0.04 0.00
H 0.02 -0.02 -0.02
H -0.02 -0.02 -0.04
H -0.05 -0.04 0.14
H -0.03 -0.01 -0.11
H 0.10 -0.06 -0.01
H -0.02 -0.02 0.04
H -0.05 -0.03 -0.08
H 0.01 0.05 -0.01
H -0.09 0.01 -0.04
H 0.03 0.02 -0.03
H 0.00 -0.04 0.01
H -0.04 0.06 0.12
H 0.07 -0.06 0.02
H -0.15 0.05 0.02
H -0.02 0.00 0.06
H 0.05 -0.03 0.00
H 0.05 -0.09 -0.03
H -0.07 -0.06 -0.09


Formula: C22H28N2P2RuS
Source: OMol25
Level of theory: ωB97M-V/def2-TZVPD

Energy   -2139.75883 Ha
Spin multiplicity   5
Total charge   +2
<S²>   6.0519
E_HOMO (alpha / beta)   -12.21 / -14.62 eV

Last column: Löwdin charge in e.
Geometry (Å):
C1 3.58721 1.23527 2.07889  -0.009
C2 2.57349 0.92843 1.16780  -0.238
C3 2.00369 -0.36235 1.20657  -0.189
C4 2.58016 -1.38652 1.98436  -0.154
C5 3.54449 -1.01248 2.96559  0.019
C6 4.05134 0.27370 2.98860  -0.030
C7 2.25311 -2.70606 1.69333  0.053
C8 1.31949 -3.11484 0.74362  -0.154
C9 0.74309 -2.13624 -0.09384  -0.188
C10 0.17525 -2.47358 -1.33791  -0.238
C11 -0.05279 -3.82741 -1.60107  -0.013
C12 0.32345 -4.81811 -0.67946  -0.031
C13 0.98367 -4.47491 0.48469  0.017
H1 4.03425 2.23272 2.06005  0.129
H2 3.89037 -1.77293 3.66781  0.132
H3 4.83854 0.53788 3.69406  0.126
H4 2.72712 -3.48199 2.29237  0.141
H5 -0.51506 -4.10956 -2.54088  0.124
H6 0.12012 -5.86453 -0.89447  0.125
H7 1.29180 -5.22252 1.21792  0.133
N1 1.18096 -0.77037 0.08802  -0.077
Ru1 -0.63765 0.32195 0.25991  0.878
C14 2.11825 1.92590 0.13240  -0.253
H8 2.27339 1.57823 -0.90324  0.104
H9 2.64183 2.88027 0.25271  0.106
C15 -0.14344 -1.39352 -2.35489  -0.251
H10 0.72348 -0.76371 -2.60401  0.098
H11 -0.52960 -1.82820 -3.28026  0.107
P1 0.30388 2.26821 0.27990  0.682
P2 -1.42540 -0.23037 -1.70833  0.735
C16 -2.88671 -1.32809 -1.82110  -0.215
H12 -3.80405 -0.77319 -1.59315  0.041
H13 -2.96319 -1.74849 -2.83353  0.072
H14 -2.77721 -2.15253 -1.10629  0.059
C17 -1.76824 1.01108 -2.98939  -0.222
H15 -2.16143 0.52568 -3.89416  0.071
H16 -2.52232 1.70915 -2.59984  0.048
H17 -0.84733 1.55215 -3.23542  0.041
C18 0.27312 3.28666 1.80650  -0.221
H18 0.86262 4.20451 1.68606  0.072
H19 -0.76645 3.54252 2.04722  0.050
H20 0.68554 2.68998 2.62811  0.056
C19 0.09856 3.54169 -1.01695  -0.224
H21 -0.67720 4.25385 -0.71151  0.052
H22 1.04646 4.08380 -1.15375  0.069
H23 -0.18892 3.07891 -1.96725  0.023
H24 1.98811 -0.86715 -0.55958  0.190
H25 -0.40042 0.86377 1.74597  0.030
S1 -4.59202 2.54617 -0.01110  1.109
C20 -4.86025 0.90995 0.50711  -0.332
C21 -3.68023 0.29039 0.85983  -0.218
N2 -2.56201 1.11439 0.68867  -0.238
C22 -2.91266 2.35649 0.32239  -0.461
H26 -5.83135 0.44007 0.50676  0.090
H27 -3.53682 -0.73250 1.21837  0.128
H28 -2.19411 3.16837 0.21581  0.044

Forces on the atoms, in the same order (eV/Å):
C -0.08 0.05 -0.10
C -0.35 -0.46 0.16
C 1.43 0.09 0.87
C 0.15 1.44 0.50
C -0.18 -0.14 -0.24
C -0.15 -0.05 0.03
C 0.24 -1.49 1.58
C -1.22 -0.34 -0.91
C 0.34 -1.49 -0.23
C -0.13 0.09 0.54
C 0.06 0.09 0.11
C -0.10 0.19 0.10
C 0.24 0.35 0.20
H -0.14 -0.34 0.03
H 0.07 0.22 -0.29
H -0.25 -0.07 -0.15
H -0.03 0.11 -0.13
H 0.06 -0.02 0.06
H -0.01 0.23 0.02
H 0.02 0.10 -0.38
N 1.54 -0.42 -1.17
Ru 0.34 -2.83 2.85
C -0.25 -0.26 -0.03
H 0.14 0.04 0.30
H -0.08 -0.14 -0.04
C 0.14 0.26 0.17
H 0.00 -0.32 -0.01
H 0.07 0.02 0.05
P 2.52 4.57 -0.04
P -1.81 -0.95 -3.56
C -0.14 0.13 0.29
H 0.19 -0.19 -0.09
H 0.08 0.18 0.23
H -0.07 0.13 -0.12
C 0.10 -0.18 -0.19
H 0.11 0.20 0.22
H 0.21 -0.11 -0.15
H -0.27 -0.07 -0.02
C -0.14 -0.13 -0.10
H -0.17 -0.19 -0.04
H 0.26 0.02 0.08
H -0.10 0.14 -0.11
C 0.04 0.05 -0.17
H 0.21 -0.03 -0.20
H -0.35 -0.04 0.05
H 0.08 0.23 0.21
H -1.00 1.34 -0.88
H -0.32 0.21 0.49
S 0.83 -0.95 0.92
C 1.05 -0.31 0.13
C -0.38 1.16 -0.58
N -1.70 0.69 0.07
C -0.44 -1.19 -0.02
H -0.10 0.22 0.02
H -0.18 0.49 -0.18
H -0.38 -0.33 -0.13


Which of these has the highest energy? C22H28N2O3


Which formula does entry 2 have? C22H28N2O4S


The highest energy belongs to which entry? C22H28N2O3